Density functional theory data (the ωB97M-V functional and the def2-TZVPD basis) for a 2-piece molecular cluster, C27H26IO2 overall.

Positions of all 56 atoms, in Å:
C (-0.30, -1.89, 0.17)
C (1.07, -2.18, -0.07)
C (1.49, -2.49, -1.41)
C (2.83, -2.66, -1.72)
C (3.82, -2.55, -0.74)
C (3.43, -2.31, 0.59)
C (2.10, -2.11, 0.92)
C (-1.08, -2.19, 1.32)
C (-2.50, -2.35, 1.18)
C (-3.31, -2.60, 2.27)
C (-2.78, -2.62, 3.57)
C (-1.39, -2.48, 3.74)
C (-0.56, -2.33, 2.64)
H (-0.87, -1.55, -0.69)
H (0.73, -2.59, -2.19)
H (3.13, -2.86, -2.75)
H (4.88, -2.60, -0.99)
H (4.18, -2.25, 1.38)
H (1.84, -1.82, 1.94)
H (-2.93, -2.27, 0.17)
H (-4.37, -2.75, 2.13)
H (-3.42, -2.70, 4.44)
H (-0.95, -2.48, 4.73)
H (0.51, -2.29, 2.81)
C (0.32, 1.51, -4.82)
C (-0.03, 1.35, -3.34)
C (1.13, 0.69, -2.58)
C (-0.34, 2.72, -2.69)
C (-0.83, 2.62, -1.23)
O (-0.69, 3.58, -0.47)
C (-1.46, 1.38, -0.83)
I (-2.53, 1.34, 0.98)
C (-0.91, 2.10, 2.14)
C (-0.96, 3.37, 2.71)
C (0.08, 3.76, 3.56)
C (1.14, 2.88, 3.82)
C (1.17, 1.62, 3.23)
C (0.14, 1.23, 2.37)
C (-1.86, 0.39, -1.79)
O (-2.62, -0.55, -1.49)
C (-1.32, 0.50, -3.21)
H (-0.51, 2.00, -5.36)
H (1.22, 2.12, -4.96)
H (0.49, 0.53, -5.29)
H (0.89, 0.59, -1.51)
H (1.36, -0.30, -2.98)
H (2.04, 1.31, -2.67)
H (0.55, 3.36, -2.71)
H (-1.14, 3.22, -3.27)
H (-1.79, 4.04, 2.49)
H (0.05, 4.74, 4.03)
H (1.95, 3.19, 4.50)
H (1.98, 0.92, 3.44)
H (0.15, 0.24, 1.91)
H (-2.11, 0.99, -3.82)
H (-1.16, -0.50, -3.62)

E_HOMO = -0.3998 Eh
Charge = +1
HOMO-LUMO gap = 5.14 eV

---

Density functional theory data (the ωB97M-V functional and the def2-TZVPD basis) for C27H26N6O3Pd as an isolated structure.

Positions of all 63 atoms, in Å:
Pd (0.14, -0.32, -0.06)
O (7.29, -0.10, 2.75)
C (6.73, -0.51, 3.66)
O (6.13, -0.91, 4.55)
C (4.48, -1.13, 2.05)
C (4.47, -0.52, 0.83)
C (3.21, -0.37, 0.23)
N (2.11, -0.76, 0.87)
C (2.14, -1.35, 2.07)
C (3.38, -1.58, 2.70)
C (0.84, -1.76, 2.65)
C (0.74, -2.39, 3.89)
C (-0.50, -2.77, 4.36)
C (-1.63, -2.51, 3.59)
C (-1.45, -1.84, 2.39)
N (-0.26, -1.48, 1.93)
C (3.02, 0.15, -1.14)
C (4.08, 0.66, -1.90)
C (3.86, 1.04, -3.21)
C (2.59, 0.87, -3.76)
C (1.59, 0.37, -2.94)
N (1.79, 0.04, -1.67)
H (5.38, -0.20, 0.35)
H (3.45, -2.08, 3.65)
H (1.62, -2.58, 4.49)
H (-0.59, -3.28, 5.31)
H (-2.61, -2.80, 3.92)
H (-2.30, -1.59, 1.76)
H (5.06, 0.75, -1.48)
H (4.66, 1.45, -3.80)
H (2.39, 1.12, -4.79)
H (0.60, 0.19, -3.33)
C (0.98, 1.69, 3.03)
C (0.28, 2.36, 1.93)
C (-0.13, 3.74, 1.91)
C (-0.72, 3.95, 0.69)
C (-0.66, 2.70, 0.00)
C (-1.15, 2.39, -1.36)
N (-0.06, 1.77, 0.77)
H (1.04, 2.34, 3.89)
H (2.00, 1.43, 2.72)
H (0.47, 0.77, 3.30)
H (0.02, 4.43, 2.71)
H (-1.16, 4.85, 0.32)
H (-1.81, 3.17, -1.72)
H (-1.66, 1.43, -1.36)
H (-0.30, 2.32, -2.04)
N (-1.50, -1.08, -1.31)
C (-2.46, -1.25, -1.95)
N (-3.48, -1.48, -2.69)
C (-3.65, -0.78, -3.96)
C (-4.63, 0.39, -3.73)
O (-5.85, -0.09, -3.21)
C (-5.69, -0.75, -1.99)
C (-4.75, -1.96, -2.15)
H (-4.08, -1.48, -4.68)
H (-2.69, -0.41, -4.32)
H (-4.86, 0.88, -4.67)
H (-4.18, 1.11, -3.03)
H (-6.68, -1.09, -1.69)
H (-5.28, -0.07, -1.23)
H (-5.17, -2.66, -2.87)
H (-4.59, -2.46, -1.20)

E_HOMO (alpha / beta) = -0.5197 / -0.5319 Eh
Charge = +2
<S²> = 6.02
Spin multiplicity = 5
HOMO-LUMO gap (alpha / beta) = 8.09 / 7.11 eV

---

Density functional theory data (the ωB97M-V functional and the def2-TZVPD basis) for one molecule with the formula C27H26N6O4.

Positions of all 63 atoms, in Å:
C (-6.77, -2.01, -0.64)
O (-5.42, -2.38, -0.54)
C (-4.47, -1.41, -0.57)
C (-3.15, -1.84, -0.47)
C (-2.11, -0.94, -0.47)
C (-2.37, 0.43, -0.58)
N (-1.28, 1.33, -0.58)
N (-0.16, 0.80, -1.05)
C (0.97, 1.44, -1.06)
C (2.12, 0.64, -1.59)
O (3.29, 0.96, -1.49)
N (1.72, -0.49, -2.21)
C (2.61, -1.55, -2.60)
C (2.40, -2.73, -1.65)
O (1.66, -3.64, -1.97)
N (2.99, -2.68, -0.43)
C (3.91, -1.71, 0.09)
C (3.27, -0.93, 1.26)
N (2.23, -1.72, 1.86)
C (0.99, -1.18, 2.08)
C (-0.15, -1.95, 2.36)
C (-1.33, -1.30, 2.63)
C (-1.37, 0.09, 2.62)
C (-0.20, 0.76, 2.32)
N (0.94, 0.16, 2.04)
C (2.56, -3.11, 1.93)
C (2.63, -3.72, 0.52)
C (1.09, 2.78, -0.55)
C (2.27, 3.52, -0.52)
C (2.27, 4.80, -0.01)
C (1.09, 5.37, 0.48)
C (-0.08, 4.65, 0.47)
C (-0.10, 3.35, -0.04)
C (-1.36, 2.60, -0.02)
O (-2.39, 3.04, 0.45)
C (-3.68, 0.86, -0.71)
C (-4.73, -0.05, -0.70)
H (-7.34, -2.94, -0.59)
H (-6.99, -1.51, -1.59)
H (-7.07, -1.36, 0.19)
H (-2.96, -2.90, -0.38)
H (-1.09, -1.28, -0.38)
H (0.73, -0.69, -2.18)
H (2.35, -1.90, -3.60)
H (3.63, -1.16, -2.60)
H (4.81, -2.24, 0.43)
H (4.21, -0.99, -0.68)
H (2.83, 0.01, 0.92)
H (4.05, -0.69, 2.01)
H (-0.12, -3.03, 2.35)
H (-2.23, -1.87, 2.83)
H (-2.28, 0.63, 2.82)
H (-0.16, 1.84, 2.30)
H (1.84, -3.66, 2.55)
H (3.54, -3.19, 2.42)
H (3.37, -4.53, 0.49)
H (1.67, -4.13, 0.21)
H (3.18, 3.08, -0.90)
H (3.18, 5.37, 0.00)
H (1.11, 6.37, 0.88)
H (-1.00, 5.06, 0.85)
H (-3.90, 1.91, -0.80)
H (-5.73, 0.32, -0.79)

E_HOMO = -0.2899 Eh
ΔE to the lowest compared entry with this formula, charge and spin = 0.0 kcal per mole
HOMO-LUMO gap = 7.77 eV
SMILES string = COc1ccc(-n2nc(C(=O)NCC(=O)N3CCN(c4ccccn4)CC3)c3ccccc3c2=O)cc1

---

Density functional theory data (the ωB97M-V functional and the def2-TZVPD basis) for an isolated ion of composition C27H26NO6 and charge -1.

Positions of all 60 atoms, in Å:
C (-4.22, 1.68, -3.02)
C (-2.89, 2.32, -2.77)
O (-1.82, 1.28, -2.87)
C (-0.77, 1.64, -2.03)
O (-0.69, 2.80, -1.64)
C (0.34, 0.59, -1.64)
C (1.57, 0.96, -2.51)
C (2.06, 2.27, -2.42)
C (3.38, 2.58, -2.76)
C (4.21, 1.56, -3.25)
C (5.57, 1.85, -3.64)
N (6.72, 2.08, -3.91)
C (3.72, 0.25, -3.41)
C (2.38, -0.02, -3.12)
C (0.35, 0.18, -0.10)
C (1.52, -0.61, 0.52)
C (2.81, -0.14, 0.25)
C (3.98, -0.71, 0.77)
C (3.85, -1.71, 1.75)
O (4.97, -2.00, 2.45)
C (4.77, -2.82, 3.63)
C (2.60, -2.28, 2.05)
C (1.46, -1.74, 1.41)
C (-0.96, -0.20, 0.65)
C (-2.15, -0.42, -0.04)
C (-3.39, -0.38, 0.59)
O (-4.52, -0.28, -0.17)
C (-5.76, -0.81, 0.35)
C (-3.47, -0.42, 2.04)
O (-4.58, -0.56, 2.64)
C (-2.21, -0.35, 2.77)
O (-2.20, -0.34, 4.13)
C (-3.14, -1.17, 4.88)
C (-1.02, -0.27, 2.05)
H (-5.00, 2.44, -3.17)
H (-4.21, 1.02, -3.89)
H (-4.51, 1.08, -2.15)
H (-2.60, 3.03, -3.56)
H (-2.92, 2.84, -1.79)
H (0.02, -0.41, -1.80)
H (1.46, 3.04, -1.93)
H (3.76, 3.62, -2.75)
H (4.36, -0.53, -3.87)
H (1.97, -1.02, -3.21)
H (0.60, 1.37, 0.01)
H (2.86, 0.75, -0.36)
H (4.93, -0.31, 0.47)
H (5.78, -2.95, 4.03)
H (4.13, -2.29, 4.37)
H (4.33, -3.80, 3.39)
H (2.49, -3.03, 2.83)
H (0.51, -2.16, 1.75)
H (-2.13, -0.48, -1.13)
H (-6.50, -0.58, -0.43)
H (-5.67, -1.90, 0.48)
H (-6.01, -0.34, 1.30)
H (-2.91, -0.94, 5.93)
H (-4.17, -0.89, 4.59)
H (-2.95, -2.23, 4.64)
H (-0.11, -0.13, 2.63)

E_HOMO = -0.1092 Eh
Charge = -1
HOMO-LUMO gap = 4.98 eV
SMILES string = CCOC(=O)[C@@H](c1ccc(C#N)cc1)[C@H](c1ccc(OC)cc1)c1cc(OC)c([O-])c(OC)c1

---

Density functional theory data (the ωB97M-V functional and the def2-TZVPD basis) for C27H26OP2S3W as an isolated structure.

Positions of all 60 atoms, in Å:
W (-0.84, 0.48, -2.81)
S (-3.10, 0.60, -2.03)
P (-2.09, 0.21, -0.19)
C (-0.46, 0.22, -0.81)
P (0.86, -0.85, -1.02)
S (0.77, -1.16, -3.11)
C (0.83, -2.44, -0.17)
C (0.78, -2.40, 1.24)
C (0.85, -3.63, 1.94)
C (1.04, -4.80, 1.23)
C (1.06, -4.84, -0.12)
C (1.03, -3.66, -0.87)
C (2.37, -0.02, -0.55)
C (3.57, -0.75, -0.37)
C (4.68, -0.09, 0.13)
C (4.64, 1.29, 0.34)
C (3.53, 2.01, 0.07)
C (2.34, 1.38, -0.34)
C (-2.53, -1.41, 0.46)
C (-2.64, -2.58, -0.31)
C (-2.72, -3.77, 0.28)
C (-2.60, -3.86, 1.68)
C (-2.56, -2.73, 2.48)
C (-2.40, -1.48, 1.85)
C (-2.31, 1.54, 1.01)
C (-1.26, 1.89, 1.90)
C (-1.52, 3.03, 2.71)
C (-2.66, 3.78, 2.59)
C (-3.70, 3.41, 1.75)
C (-3.52, 2.25, 0.96)
H (0.62, -1.47, 1.79)
H (0.80, -3.59, 3.05)
H (1.15, -5.68, 1.87)
H (1.19, -5.79, -0.61)
H (0.92, -3.67, -1.94)
H (3.46, -1.79, -0.54)
H (5.58, -0.70, 0.40)
H (5.61, 1.68, 0.63)
H (3.67, 3.08, 0.18)
H (1.46, 1.88, -0.49)
H (-2.57, -2.58, -1.45)
H (-2.88, -4.68, -0.24)
H (-2.64, -4.79, 2.11)
H (-2.60, -2.80, 3.54)
H (-2.21, -0.56, 2.41)
H (-0.38, 1.34, 1.91)
H (-0.64, 3.32, 3.29)
H (-2.73, 4.72, 3.12)
H (-4.65, 3.86, 1.72)
H (-4.29, 1.99, 0.21)
C (0.12, 4.46, -2.83)
S (0.63, 3.24, -3.94)
C (2.16, 2.77, -3.18)
O (-0.46, 2.09, -3.78)
H (-0.22, 4.02, -1.86)
H (-0.76, 4.85, -3.38)
H (0.92, 5.13, -2.69)
H (2.88, 3.51, -3.44)
H (2.38, 1.80, -3.68)
H (2.05, 2.76, -2.13)

E_HOMO (alpha / beta) = -0.4938 / -0.5287 Eh
Charge = +2
<S²> = 2.01
Spin multiplicity = 3
HOMO-LUMO gap (alpha / beta) = 6.81 / 7.93 eV

---

Density functional theory data (the ωB97M-V functional and the def2-TZVPD basis) for C27H27AsBrN2O2PdSTe as an isolated structure.

Positions of all 63 atoms, in Å:
Pd (0.52, -0.39, 0.48)
C (3.68, -1.24, -0.25)
O (2.61, -0.32, -0.49)
C (2.93, 0.86, -1.13)
C (4.04, 1.02, -1.94)
C (4.26, 2.27, -2.52)
Br (5.78, 2.50, -3.61)
C (3.41, 3.33, -2.31)
C (2.28, 3.16, -1.51)
C (2.07, 1.93, -0.91)
O (1.00, 1.68, -0.06)
C (1.38, 4.30, -1.26)
N (1.77, 5.54, -1.23)
C (0.62, 6.28, -0.99)
C (0.45, 7.65, -0.86)
C (-0.82, 8.13, -0.63)
C (-1.92, 7.26, -0.53)
C (-1.78, 5.89, -0.64)
C (-0.49, 5.42, -0.87)
N (0.02, 4.14, -1.02)
H (3.94, -1.77, -1.17)
H (3.33, -1.94, 0.50)
H (4.55, -0.70, 0.13)
H (4.72, 0.21, -2.13)
H (3.59, 4.30, -2.75)
H (0.69, 2.48, 0.38)
H (1.31, 8.32, -0.94)
H (-0.98, 9.19, -0.53)
H (-2.90, 7.68, -0.35)
H (-2.62, 5.23, -0.55)
H (-0.52, 3.33, -1.26)
Te (-1.60, 0.22, 1.70)
C (-2.76, 0.34, -0.03)
C (-4.04, -0.10, -0.20)
C (-4.56, 0.20, -1.50)
C (-3.67, 0.86, -2.28)
S (-2.18, 1.11, -1.46)
H (-4.60, -0.62, 0.56)
H (-5.56, -0.06, -1.82)
H (-3.79, 1.18, -3.30)
C (1.05, -3.73, -0.06)
As (-0.21, -2.57, 0.85)
C (-1.88, -3.12, 0.05)
C (-0.26, -3.23, 2.69)
C (-0.56, -4.70, 2.74)
C (-1.88, -5.14, 2.80)
C (-2.16, -6.50, 2.81)
C (-1.13, -7.43, 2.77)
C (0.19, -6.99, 2.73)
C (0.47, -5.63, 2.71)
H (0.70, -4.76, 0.02)
H (2.04, -3.65, 0.36)
H (1.08, -3.43, -1.11)
H (-1.91, -4.20, 0.02)
H (-1.94, -2.70, -0.95)
H (-2.71, -2.74, 0.64)
H (-1.02, -2.63, 3.20)
H (0.71, -2.99, 3.14)
H (-2.69, -4.42, 2.84)
H (-3.19, -6.83, 2.86)
H (-1.35, -8.49, 2.79)
H (1.00, -7.71, 2.72)
H (1.50, -5.30, 2.70)

E_HOMO (alpha / beta) = -0.3910 / -0.3910 Eh
Charge = +1
ΔE to the lowest compared entry with this formula, charge and spin = 0.0 kcal per mole
HOMO-LUMO gap (alpha / beta) = 6.68 / 6.68 eV

---

Density functional theory data (the ωB97M-V functional and the def2-TZVPD basis) for C27H27AsClCoO2P as an isolated structure.

Positions of all 60 atoms, in Å:
Co (0.24, 0.82, -1.07)
C (2.47, -0.73, 3.50)
C (1.15, -0.26, 3.57)
C (0.29, -0.43, 2.48)
C (0.78, -0.99, 1.28)
C (2.06, -1.57, 1.26)
C (2.91, -1.41, 2.36)
P (-0.29, -1.17, -0.18)
C (-0.28, -2.98, -0.42)
C (-0.48, -3.57, -1.69)
C (-0.63, -4.97, -1.79)
C (-0.56, -5.79, -0.66)
C (-0.37, -5.20, 0.60)
C (-0.23, -3.81, 0.72)
C (-1.99, -0.85, 0.26)
C (-2.92, -1.77, 0.69)
C (-4.22, -1.33, 1.07)
C (-4.57, 0.00, 1.04)
C (-3.62, 0.98, 0.57)
C (-3.91, 2.36, 0.48)
C (-3.01, 3.23, -0.11)
C (-1.72, 2.77, -0.48)
C (-1.34, 1.45, -0.30)
C (-2.33, 0.54, 0.17)
H (3.15, -0.51, 4.35)
H (0.79, 0.26, 4.47)
H (-0.76, -0.12, 2.52)
H (2.43, -2.12, 0.38)
H (3.91, -1.80, 2.32)
H (-0.51, -2.95, -2.59)
H (-0.82, -5.37, -2.77)
H (-0.68, -6.87, -0.79)
H (-0.31, -5.83, 1.49)
H (-0.13, -3.37, 1.71)
H (-2.68, -2.82, 0.75)
H (-4.94, -2.07, 1.40)
H (-5.58, 0.34, 1.28)
H (-4.88, 2.72, 0.85)
H (-3.27, 4.27, -0.28)
H (-1.02, 3.46, -0.95)
C (3.66, 1.78, 0.87)
As (1.91, 2.24, 0.06)
C (2.57, 3.56, -1.28)
C (1.29, 3.42, 1.51)
H (4.34, 2.66, 0.86)
H (4.15, 0.94, 0.36)
H (3.49, 1.46, 1.91)
H (3.23, 4.30, -0.78)
H (1.70, 4.07, -1.71)
H (3.14, 3.04, -2.06)
H (1.93, 4.33, 1.57)
H (1.34, 2.87, 2.48)
H (0.26, 3.72, 1.30)
Cl (-0.93, 2.09, -5.59)
C (0.76, 1.68, -5.12)
C (0.84, 0.67, -3.99)
O (0.86, -0.55, -4.22)
O (0.93, 1.27, -2.82)
H (1.21, 2.64, -4.80)
H (1.20, 1.29, -6.06)

E_HOMO (alpha / beta) = -0.2730 / -0.2991 Eh
ΔE to the lowest compared entry with this formula, charge and spin = 0.0 kcal per mole
<S²> = 3.77
Spin multiplicity = 4
HOMO-LUMO gap (alpha / beta) = 7.70 / 7.88 eV

---

Density functional theory data (the ωB97M-V functional and the def2-TZVPD basis) for C27H27AsF3Ge2NO6PtS2 as an isolated structure.

Positions of all 70 atoms, in Å:
Pt (0.53, 0.10, 0.92)
F (1.11, 4.67, 4.01)
C (2.36, 4.22, 3.77)
F (2.68, 3.41, 4.80)
F (3.17, 5.31, 3.89)
C (2.50, 3.57, 2.44)
C (3.39, 4.03, 1.51)
C (3.52, 3.39, 0.27)
C (2.73, 2.29, 0.04)
N (1.85, 1.83, 0.93)
C (1.69, 2.41, 2.16)
S (-1.59, 1.03, 0.21)
H (4.00, 4.89, 1.74)
H (4.22, 3.74, -0.48)
H (2.78, 1.74, -0.90)
O (-3.28, -3.63, 1.10)
As (-1.65, -3.23, 0.64)
O (-0.75, -4.58, 0.52)
O (-1.83, -2.36, -0.82)
C (-0.96, -2.09, 2.04)
C (0.04, -2.73, 2.78)
C (0.55, -2.14, 3.93)
C (0.04, -0.93, 4.38)
C (-0.97, -0.29, 3.67)
C (-1.46, -0.87, 2.51)
S (-2.70, 0.07, 1.61)
O (-3.60, -0.90, 1.01)
O (-3.29, 1.00, 2.54)
O (0.87, 1.90, 2.95)
H (-3.76, -2.79, 1.15)
H (0.42, -3.68, 2.43)
H (1.34, -2.64, 4.47)
H (0.45, -0.46, 5.26)
H (-1.35, 0.67, 3.98)
C (-3.32, -4.14, -2.72)
Ge (-1.73, -3.04, -2.51)
C (-1.72, -1.39, -3.55)
C (-0.17, -4.17, -2.73)
Ge (1.47, -1.44, -0.67)
C (2.12, -0.63, -2.32)
C (3.17, -1.19, -3.06)
C (3.59, -0.62, -4.26)
C (2.95, 0.51, -4.75)
C (1.90, 1.07, -4.04)
C (1.49, 0.50, -2.84)
C (2.90, -2.56, 0.09)
C (2.67, -3.88, 0.48)
C (3.68, -4.64, 1.06)
C (4.94, -4.09, 1.27)
C (5.18, -2.77, 0.89)
C (4.17, -2.02, 0.31)
H (-3.35, -4.55, -3.73)
H (-4.23, -3.57, -2.54)
H (-3.29, -4.97, -2.01)
H (-2.40, -1.46, -4.40)
H (-0.72, -1.17, -3.90)
H (-2.05, -0.58, -2.89)
H (-0.25, -4.73, -3.66)
H (-0.12, -4.86, -1.89)
H (0.74, -3.58, -2.75)
H (3.68, -2.08, -2.69)
H (4.41, -1.06, -4.81)
H (3.28, 0.95, -5.69)
H (1.39, 1.95, -4.42)
H (0.66, 0.95, -2.29)
H (1.69, -4.33, 0.33)
H (3.48, -5.66, 1.35)
H (5.73, -4.68, 1.72)
H (6.16, -2.33, 1.05)
H (4.37, -0.99, 0.03)

E_HOMO (alpha / beta) = -0.1330 / -0.2108 Eh
Charge = -1
ΔE to the lowest compared entry with this formula, charge and spin = 2.8 kcal per mole
<S²> = 3.76
Spin multiplicity = 4
HOMO-LUMO gap (alpha / beta) = 6.07 / 7.02 eV